C6H4O | ωB97M-V/def2-TZVPD

Element x y z (Å)
C -1.77 -0.86 -2.58
C -1.52 0.06 -1.73
C -0.70 0.33 -0.70
C -0.89 0.11 0.74
C 0.33 -0.04 1.27
C 1.34 0.14 0.18
O 0.58 0.63 -0.92
H 1.71 -0.84 -0.14
H -1.86 -0.01 1.21
H 0.58 -0.33 2.28
H 2.18 0.80 0.38

max |F|	0.832	eV Å⁻¹
2S+1	1
energy above the lowest of the compared OMol25 structures with the same formula, charge and spin	79.5	kcal per mole
E	-306.084801	Ha
orbital gap (spin up / spin down)	8.78 / 8.78	eV

=====

C6H4O | ωB97M-V/def2-TZVPD

Element x y z (Å)
C 2.98 -0.23 0.01
C 1.84 0.17 -0.04
C 0.42 0.21 -0.09
C -0.58 1.10 0.12
C -1.80 0.35 0.09
C -1.44 -0.94 -0.16
O -0.10 -1.04 -0.29
H 3.96 -0.63 0.06
H -0.50 2.17 0.28
H -2.80 0.70 0.27
H -1.99 -1.86 -0.26

max |F|	0.542	eV Å⁻¹
2S+1	1
energy above the lowest of the compared OMol25 structures with the same formula, charge and spin	22.6	kcal per mole
E	-306.175503	Ha
orbital gap	9.64	eV

=====

C6H4O | ωB97M-V/def2-TZVPD

Element x y z (Å)
C 3.65 0.35 -0.05
C 2.55 -0.17 -0.04
C 1.34 -0.84 0.00
C 0.14 -0.39 -0.20
C -1.20 -0.25 0.01
C -2.56 0.03 -0.38
O -2.07 -0.11 1.01
H 4.61 0.81 -0.06
H -0.23 0.75 -0.50
H -3.21 -0.79 -0.70
H -2.86 1.04 -0.64

max |F|	0.411	eV Å⁻¹
2S+1	1
energy above the lowest of the compared OMol25 structures with the same formula, charge and spin	152.7	kcal per mole
E	-305.968228	Ha
orbital gap	7.61	eV

=====

C6H4O | ωB97M-V/def2-TZVPD

Element x y z (Å)
C 2.47 0.75 -0.35
C 1.33 0.68 0.01
C -0.12 -0.39 1.58
C -0.08 0.59 0.40
C -0.99 -0.01 -0.65
C -1.44 -1.14 -0.13
O -0.91 -1.36 1.17
H 3.49 0.82 -0.66
H -0.43 1.57 0.75
H -1.22 0.39 -1.62
H -2.11 -1.91 -0.49

max |F|	0.604	eV Å⁻¹
2S+1	1
energy above the lowest of the compared OMol25 structures with the same formula, charge and spin	82.2	kcal per mole
E	-306.080596	Ha
orbital gap	9.67	eV

=====

C6H4O | ωB97M-V/def2-TZVPD

Element x y z (Å)
C -0.83 1.74 -3.15
C -0.48 1.03 -2.24
C -0.12 0.22 -1.20
C 0.13 -0.53 -0.27
C 0.65 -1.22 0.85
C 0.12 -0.34 2.22
O -0.01 -1.68 1.98
H -1.15 2.36 -3.96
H 1.53 -1.86 0.63
H -0.84 0.10 2.57
H 1.00 0.18 2.56

max |F|	1.424	eV Å⁻¹
2S+1	1
energy above the lowest of the compared OMol25 structures with the same formula, charge and spin	120.1	kcal per mole
E	-306.020207	Ha
orbital gap	8.74	eV

=====

C6H4O3S | ωB97M-V/def2-TZVPD

Element x y z (Å)
C 1.25 -1.30 0.27
C 0.31 -2.23 0.40
C 0.73 0.13 0.25
C -0.58 0.20 -0.05
C 1.74 1.13 0.00
C -2.10 2.16 -0.32
O 2.94 0.96 0.02
O -1.86 2.99 0.43
O -2.25 -1.70 -0.67
S -1.35 -1.35 0.40
H 2.35 -1.55 0.19
H 0.34 -3.35 0.42
H 1.34 2.11 -0.27
H -2.86 1.80 -1.07

max |F|	3.410	eV Å⁻¹
2S+1	1
energy above the lowest of the compared OMol25 structures with the same formula, charge and spin	115.9	kcal per mole
E	-854.709112	Ha
orbital gap (spin up / spin down)	7.70 / 7.70	eV

=====

C6H52NO23 | ωB97M-V/def2-TZVPD

Element x y z (Å)
C 3.23 -2.52 2.72
C 2.50 -1.47 2.38
C 1.44 -1.54 1.30
N 0.45 -2.60 1.62
C -0.95 -2.19 1.69
C -1.20 -1.05 2.68
C -1.76 -3.44 2.14
O -2.51 -3.97 1.28
O -1.57 -3.83 3.31
H 2.89 -3.53 2.52
H 4.19 -2.39 3.21
H 2.59 -0.52 2.89
H 1.94 -1.82 0.37
H 1.01 -0.56 1.13
H 0.52 -3.32 0.92
H -1.38 -1.92 0.71
H -1.42 -0.15 2.10
H -0.31 -0.82 3.27
H -2.05 -1.23 3.33
O 3.99 1.24 2.17
H 4.91 1.25 1.88
H 3.96 1.89 2.88
O -1.62 -2.96 5.96
H -2.25 -3.62 6.27
H -1.36 -3.29 5.07
O -0.50 0.56 -0.02
H -0.95 1.38 -0.22
H -0.93 -0.08 -0.61
O 1.23 -4.26 6.75
H 0.72 -3.45 6.61
H 0.82 -4.89 6.15
O -2.05 0.84 -2.62
H -2.44 0.00 -2.91
H -1.85 1.31 -3.44
O -1.13 3.25 -4.12
H -0.22 3.25 -4.45
H -1.10 3.85 -3.36
O -3.25 4.10 -5.95
H -3.83 3.33 -5.93
H -2.51 3.85 -5.38
O -0.37 5.42 -6.45
H -0.81 6.25 -6.61
H -0.83 4.79 -7.02
O -2.80 -6.04 -0.88
H -2.67 -5.43 -0.12
H -3.73 -5.96 -1.09
O 5.83 1.86 4.50
H 5.69 0.99 4.89
H 6.10 2.42 5.24
O -0.76 5.26 -1.93
H -0.33 6.10 -1.73
H -1.64 5.34 -1.55
O 6.33 -0.44 1.62
H 5.49 -0.92 1.56
H 6.73 -0.78 2.43
O -4.22 -3.60 -3.00
H -4.75 -4.39 -3.14
H -3.57 -3.87 -2.34
O -6.60 -1.49 -4.03
H -5.78 -1.96 -3.83
H -7.27 -2.18 -4.03
O 5.52 -2.83 0.06
H 5.78 -2.36 -0.73
H 5.59 -3.76 -0.17
O 4.47 3.42 -0.33
H 4.25 2.82 0.39
H 5.43 3.36 -0.41
O 1.67 3.55 0.72
H 1.50 2.61 0.84
H 2.44 3.58 0.13
O 3.18 -6.76 6.54
H 2.84 -5.85 6.60
H 3.78 -6.74 5.79
O -4.68 -2.06 -0.54
H -5.52 -2.45 -0.77
H -4.36 -2.58 0.21
O -5.17 6.71 -6.53
H -4.82 5.86 -6.25
H -4.54 7.35 -6.19
O -1.87 8.49 -5.51
H -0.97 8.50 -5.85
H -1.84 9.09 -4.76

total charge	-1
max |F|	1.077	eV Å⁻¹
2S+1	1
E	-2045.118853	Ha
orbital gap	6.59	eV

=====

C6H5As3CuF26O4 | ωB97M-V/def2-TZVPD

Element x y z (Å)
Cu 1.16 0.52 -0.21
As -1.28 3.32 -2.14
F -0.47 3.46 -3.71
F -0.14 4.46 -1.48
F -2.07 3.16 -0.58
F -2.34 2.11 -2.90
F -0.20 2.00 -1.68
F -2.37 4.62 -2.60
As 3.66 3.41 -1.60
F 5.01 4.26 -2.33
F 2.62 3.84 -2.98
F 2.35 2.40 -0.93
F 4.66 2.99 -0.24
F 2.97 4.79 -0.77
F 4.22 1.98 -2.47
As 1.03 2.17 2.78
F 0.10 1.58 1.37
F -0.49 2.76 3.49
F 1.93 2.67 4.18
F 2.50 1.60 1.96
F 1.30 3.70 1.97
F 0.78 0.57 3.52
O 1.81 -2.57 -1.08
C 2.67 -1.82 -1.82
O 2.73 -0.57 -1.63
O 3.31 -2.35 -2.77
H 1.95 -3.46 -1.43
C -1.77 -3.29 -0.11
C -1.24 -4.60 0.41
C -2.25 -5.26 1.36
F -3.44 -5.47 0.74
F -1.80 -6.45 1.85
F -1.06 -5.47 -0.63
F -0.03 -4.46 1.00
O -2.08 -2.45 0.99
C -2.21 -1.09 0.70
C -2.75 -0.36 1.94
F -1.87 -0.43 2.96
F -3.00 0.94 1.72
F -1.04 -0.61 0.30
F -3.08 -0.93 -0.31
H -2.67 -3.40 -0.72
H -0.94 -2.83 -0.66
H -2.49 -4.61 2.21
H -3.65 -0.85 2.31

total charge	-3
max |F|	4.473	eV Å⁻¹
2S+1	1
E	-11477.394830	Ha
orbital gap	5.99	eV

=====

C6H5ClHgO4Se | ωB97M-V/def2-TZVPD

Element x y z (Å)
Hg -2.59 0.43 -3.00
O -4.66 3.60 -0.40
Cl -3.63 3.52 -1.38
O -3.06 4.81 -1.59
O -4.18 3.03 -2.61
O -2.61 2.62 -0.93
Se -0.52 0.51 -0.38
C 0.80 -0.70 0.31
C 1.21 -0.57 1.64
C 2.17 -1.41 2.17
C 2.75 -2.39 1.38
C 2.34 -2.53 0.06
C 1.38 -1.69 -0.47
H 0.76 0.20 2.26
H 2.47 -1.30 3.20
H 3.50 -3.04 1.79
H 2.78 -3.30 -0.55
H 1.08 -1.80 -1.50

total charge	-1
max |F|	1.108	eV Å⁻¹
2S+1	2
E	-3547.436091	Ha
orbital gap (spin up / spin down)	8.14 / 5.94	eV

=====

C6H5ClN3O3 | ωB97M-V/def2-TZVPD

Element x y z (Å)
C -0.81 0.66 -0.33
C -2.15 0.82 -0.76
C -1.20 -1.70 -0.03
C -0.29 -0.65 0.01
C -2.45 -1.53 -0.56
C -2.97 -0.23 -0.96
N 1.92 0.18 0.39
N 0.91 -0.84 0.61
N -3.30 -2.64 -0.67
O 1.45 -2.08 0.78
O -3.12 -3.58 0.06
O -4.16 -2.60 -1.54
Cl -4.65 0.12 -1.46
H -0.06 1.39 -0.10
H -2.63 1.83 -1.07
H -0.98 -2.67 0.25
H 2.73 -0.19 -0.07
H 2.32 0.38 1.36

total charge	-1
max |F|	3.232	eV Å⁻¹
2S+1	1
energy above the lowest of the compared OMol25 structures with the same formula, charge and spin	116.9	kcal per mole
E	-1081.665171	Ha
orbital gap	5.53	eV

=====

C6H5ClNO4 | ωB97M-V/def2-TZVPD

Element x y z (Å)
C -0.85 0.08 1.88
C 0.61 -0.10 -1.06
C 1.13 -1.28 0.73
C 0.72 0.06 1.29
C 0.62 0.89 0.00
C -0.38 -0.04 -2.23
N -1.64 -0.04 0.88
O 0.94 -1.37 -0.60
O -0.99 0.18 3.09
O 1.66 0.83 -0.97
O 1.64 -2.15 1.35
Cl -0.41 2.31 0.04
H 1.27 0.54 2.17
H -1.31 -0.43 -1.72
H 0.00 -0.56 -3.19
H -0.40 0.99 -2.71
H -2.62 0.11 1.04

total charge	-1
max |F|	2.500	eV Å⁻¹
2S+1	1
energy above the lowest of the compared OMol25 structures with the same formula, charge and spin	13.8	kcal per mole
E	-1047.564511	Ha
orbital gap	7.67	eV

=====

C6H5F2NO3 | ωB97M-V/def2-TZVPD

Element x y z (Å)
C 1.22 0.14 0.04
C 0.81 0.07 1.34
C 0.50 -0.38 -1.16
C -0.44 -0.52 1.73
C -1.32 -1.30 1.15
C 0.19 0.54 -2.10
N 0.68 1.87 -2.15
O 0.46 2.60 -1.17
O 1.26 2.10 -3.15
O -2.27 -1.88 1.84
F -0.78 -0.19 3.09
F -0.52 0.23 -3.16
H 2.08 0.86 -0.10
H 1.46 0.49 2.10
H 0.20 -1.43 -1.16
H -1.11 -1.71 0.13
H -2.41 -1.47 2.73

max |F|	4.255	eV Å⁻¹
2S+1	1
energy above the lowest of the compared OMol25 structures with the same formula, charge and spin	111.4	kcal per mole
E	-711.633497	Ha
orbital gap	7.78	eV

=====

Question: max |F| of number 9 (C6H5ClHgO4Se)?
Answer: 1.108 eV Å⁻¹